The following is a DFT calculation (wB97M-V/def2-TZVPD) of 12 unconnected molecules or ions with the total composition C4H35N2O11.

Summary:
Max |F|: 4.91 eV/A
Molecular weight: 287.327 g/mol
Charge: +1
E_tot: -1110.3173 Eh
HOMO-LUMO gap: 10.2 eV
Spin multiplicity: 1
ΔE to the lowest compared entry with this formula, charge and spin: 58.0 kcal/mol

Last column: natural (NBO) charge in e.
Positions of all 52 atoms, in Å:
C -2.1116 -1.0166 1.2204  -0.23
N -0.9920 -0.1287 1.0445  -0.87
C -3.0710 -1.1765 -0.0525  -0.03
N -2.3341 -0.6544 -1.2926  -0.56
C -3.2567 -0.3963 -2.4382  -0.43
C -3.4068 -2.6947 -0.1457  -0.63
H -2.7192 -0.7440 2.0830  0.21
H -1.6915 -2.0007 1.3943  0.20
H -0.9171 0.5171 1.7670  0.37
H -0.0691 -0.5544 1.0423  0.38
H -3.9800 -0.6106 -0.0218  0.20
H -1.5460 -1.2997 -1.5510  0.49
H -1.8350 0.2112 -1.1006  0.45
H -2.8535 -0.9404 -3.2572  0.23
H -3.2535 0.6549 -2.6845  0.23
H -4.3092 -0.5054 -2.2227  0.23
H -3.3527 -3.0771 -1.1547  0.22
H -4.4085 -2.7153 0.2654  0.23
H -2.6494 -3.2621 0.3437  0.23
H 1.0787 0.2005 -3.1459  0.48
H 0.6359 0.6806 -4.5842  0.47
O 1.2189 0.8868 -3.8414  -0.96
H 0.7190 3.3053 1.9186  0.50
H 0.4533 4.4646 0.9207  0.49
O 0.6614 3.5477 0.9709  -0.98
H -0.2004 2.9494 -1.2828  0.47
H 1.2558 3.5377 -1.4324  0.48
O 0.3999 3.4559 -1.8519  -0.94
H 1.7799 2.0936 3.4140  0.52
H 0.3007 1.9156 3.8083  0.49
O 0.9116 1.7972 3.0673  -1.00
H 2.4452 -0.5414 1.6607  0.49
H 1.5489 -0.2050 2.8923  0.50
O 2.0710 -0.8996 2.5235  -0.98
H 0.4337 -2.0284 -1.8220  0.51
H 0.6344 -0.5952 -1.2669  0.51
O 0.2169 -1.0981 -2.0085  -1.01
H 2.5126 3.4875 0.5305  0.50
H 3.9547 3.3657 -0.0030  0.50
O 3.1603 2.8794 0.1432  -0.99
H 3.1640 2.4191 1.9914  0.48
H 4.0839 1.3148 2.6111  0.49
O 3.6818 2.2259 2.7825  -0.96
H -0.7303 -4.0824 -1.5786  0.49
H 0.0948 -3.4797 -0.3439  0.53
O -0.6177 -3.2750 -1.0255  -1.01
H 2.2982 -3.1357 0.4813  0.48
H 1.4928 -2.2589 1.5113  0.52
O 1.4634 -2.8988 0.7648  -1.00
H 2.3979 0.8115 0.0383  0.51
H 3.0051 -0.2907 -0.7752  0.49
O 2.2305 -0.1561 -0.3080  -0.98

Atoms 1-2, force components in eV/Å:
C -0.20 -0.48 -0.72
N 0.37 0.03 -1.29

The following is a DFT calculation (wB97M-V/def2-TZVPD) of 12 unconnected molecules or ions with the total composition C4H35N2O12.

Summary:
Max |F|: 4.09 eV/A
Molecular weight: 303.326 g/mol
Charge: +1
E_tot: -1185.4716 Eh
HOMO-LUMO gap: 9.0 eV
Spin multiplicity: 1
ΔE to the lowest compared entry with this formula, charge and spin: 109.9 kcal/mol

Last column: natural (NBO) charge in e.
Positions of all 53 atoms, in Å:
N 1.1175 -0.5947 0.8256  -0.74
C -0.0279 -0.8518 -0.1066  -0.07
C 0.3181 -0.5606 -1.6453  0.08
C 1.1010 -1.6705 -2.2645  -0.69
O 0.8101 0.7550 -1.6835  -0.70
C -1.1840 0.0786 0.3869  -0.29
N -1.1678 -0.0029 1.8602  -0.93
H 2.0860 -0.3967 0.4124  0.43
H 0.8483 0.1064 1.4985  0.50
H 1.3994 -1.4636 1.2661  0.44
H -0.3122 -2.0241 -0.0518  0.23
H -0.5914 -0.4593 -2.2561  0.19
H 1.6487 -1.2187 -3.0888  0.24
H 1.7742 -2.3930 -1.7666  0.22
H 0.5320 -2.4690 -2.7881  0.24
H 1.7598 0.7503 -1.5836  0.45
H -2.1725 -0.3315 -0.0114  0.24
H -1.0762 1.1054 0.0304  0.22
H -1.8515 -0.6849 2.2701  0.41
H -1.3128 0.9463 2.2865  0.40
H -0.7251 0.8517 -5.1528  0.49
H -1.0510 -0.6611 -4.5181  0.48
O -0.4067 -0.0225 -4.9068  -0.97
H -5.0428 -0.8962 -0.8983  0.47
H -4.2757 -2.1398 -1.2858  0.47
O -4.1535 -1.2551 -0.8303  -0.94
H -1.6980 3.1777 1.7719  0.52
H -1.0945 3.4630 3.2866  0.49
O -1.0613 3.0538 2.4607  -1.01
H -2.8688 0.6494 -3.1453  0.47
H -1.8652 0.6230 -1.9885  0.47
O -2.7583 0.4487 -2.2673  -0.94
H 4.7725 1.1782 -1.6920  0.52
H 3.3909 0.8164 -0.8384  0.46
O 4.0972 0.5374 -1.3845  -0.95
H -3.5912 -1.6809 3.5303  0.49
H -2.3303 -2.5629 3.8088  0.49
O -2.5845 -1.7099 3.4628  -0.95
H 1.6006 3.4330 0.1882  0.47
H 1.0097 2.9978 1.4700  0.50
O 1.4979 2.5918 0.6108  -0.97
H -3.4480 2.0554 0.0472  0.50
H -3.7140 2.2082 1.5725  0.48
O -3.0651 2.2776 0.9067  -0.97
H 1.5218 -4.5599 0.8882  0.48
H 2.4807 -3.8811 -0.1164  0.48
O 1.5329 -3.9023 0.1895  -0.96
H 2.3639 1.6871 3.3253  0.50
H 2.7488 0.1702 2.8358  0.49
O 2.1441 0.8980 2.7509  -0.98
H 4.7069 -0.9557 1.1722  0.49
H 4.0219 0.1214 0.3543  0.48
O 3.8748 -0.6102 0.9696  -0.98

Atoms 1-2, force components in eV/Å:
N 2.20 -1.25 -2.51
C -1.65 -1.58 -1.69

The following is a DFT calculation (wB97M-V/def2-TZVPD) of 14 unconnected molecules or ions with the total composition C4H35N2O14S.

Summary:
Max |F|: 2.89 eV/A
Molecular weight: 367.391 g/mol
⟨S²⟩: 0.7531
E_tot: -1734.3766 Eh
HOMO-LUMO gap (spin up / spin down): 9.8 / 6.1 eV
Spin multiplicity: 2
ΔE to the lowest compared entry with this formula, charge and spin: 21.7 kcal/mol

Last column: natural (NBO) charge in e.
Positions of all 56 atoms, in Å:
N 0.7156 1.4539 -0.5498  -0.92
C -0.1063 0.3209 -0.2514  -0.15
C -0.2293 -0.5892 -1.5217  -0.58
S -1.6336 -0.0357 -2.5191  0.11
C 0.5598 -0.6309 0.7148  0.69
N -0.3562 -1.3628 1.4753  -0.66
C -1.5050 -0.6984 2.0452  -0.45
O 1.7728 -0.7837 0.8173  -0.61
H 1.7329 1.3167 -0.5742  0.43
H 0.4657 2.0153 -1.4194  0.43
H -1.0438 0.5333 0.2105  0.22
H 0.7332 -0.7585 -1.9878  0.27
H -0.6352 -1.5366 -1.1196  0.22
H 0.0088 -2.1210 2.0906  0.41
H -2.2134 -0.2810 1.3363  0.20
H -2.1653 -1.3323 2.6672  0.26
H -1.1337 0.0938 2.6840  0.19
H 4.0526 1.9365 -1.1691  0.48
H 3.7172 1.5316 0.2481  0.50
O 3.9993 1.1384 -0.6048  -0.99
H 2.2810 3.0241 1.6828  0.52
H 2.4955 1.3692 1.7263  0.48
O 2.8797 2.2441 1.6376  -1.00
H -0.4629 3.1844 -3.2934  0.48
H -0.5290 1.6892 -2.9136  0.46
O 0.1093 2.4131 -3.1409  -0.97
H -4.5722 -0.5652 1.4884  0.46
H -5.0997 0.3200 0.4601  0.48
O -5.0137 0.2944 1.4264  -0.94
H -1.3306 -4.0874 2.2888  0.48
H -2.1373 -3.0884 1.5817  0.46
O -2.1390 -3.5838 2.4425  -0.94
H 0.2209 -5.3172 0.5908  0.49
H -0.4471 -4.1718 -0.3575  0.50
O -0.4406 -4.6355 0.4802  -0.98
H -3.7057 -1.8043 -0.9662  0.49
H -3.5876 -0.3676 -1.2798  0.46
O -4.2162 -0.9755 -0.8530  -0.97
H -2.0193 -2.4235 -1.9898  0.48
H -3.0248 -3.4939 -1.7168  0.49
O -2.3992 -2.9269 -1.2467  -0.95
H 2.7137 -2.7579 2.3728  0.48
H 1.3263 -3.2260 2.3028  0.44
O 2.0313 -3.1287 2.9577  -0.92
H -1.0209 4.7298 -0.8002  0.45
H -0.1675 4.6343 0.4647  0.50
O -0.4366 5.2673 -0.2455  -0.97
H 4.5145 -1.9551 -0.4214  0.46
H 5.2319 -0.6621 -0.2061  0.49
O 5.4013 -1.6105 -0.2888  -0.95
H 0.1511 2.5768 1.7594  0.47
H 0.7463 2.8051 0.4990  0.51
O 0.5735 3.3500 1.3494  -1.00
H 1.5588 3.8298 -2.5940  0.48
H 1.2798 4.7561 -1.2927  0.50
O 1.8595 4.1265 -1.7384  -0.99

Atoms 1-2, force components in eV/Å:
N -0.02 1.90 -0.69
C 2.06 -0.36 -1.42

The following is a DFT calculation (wB97M-V/def2-TZVPD) of 14 unconnected molecules or ions with the total composition C4H36N2O14.

Summary:
Max |F|: 2.80 eV/A
Molecular weight: 336.332 g/mol
E_tot: -1336.8558 Eh
HOMO-LUMO gap: 9.4 eV
Spin multiplicity: 1
ΔE to the lowest compared entry with this formula, charge and spin: 85.4 kcal/mol

Last column: natural (NBO) charge in e.
Positions of all 56 atoms, in Å:
C -1.3041 1.2012 1.1105  -0.75
C -0.7483 0.8191 -0.2381  0.69
N 0.5883 0.5865 -0.3818  -0.65
C 1.4563 0.5601 0.8354  -0.22
C 2.8771 0.2475 0.3692  -0.21
N 3.4041 1.2006 -0.5691  -0.86
O -1.5038 0.8531 -1.2026  -0.67
H -1.7159 0.3370 1.6143  0.23
H -0.5799 1.6548 1.7817  0.25
H -2.0854 1.9508 0.9921  0.24
H 0.8102 0.0000 -1.1803  0.44
H 1.4582 1.5613 1.2535  0.21
H 1.0281 -0.2716 1.3869  0.19
H 3.5367 0.2029 1.2420  0.22
H 3.0545 -0.7669 0.0099  0.14
H 2.8594 1.4088 -1.3894  0.38
H 3.8256 2.0244 -0.1772  0.37
H -1.1564 2.9290 -3.4403  0.46
H -0.2501 1.8253 -2.9302  0.50
O -0.2544 2.6071 -3.5097  -0.97
H 1.4364 -1.8911 3.0722  0.48
H 2.3807 -1.5683 4.1651  0.47
O 2.3077 -1.4795 3.2072  -0.97
H -0.5365 -0.8381 -3.5010  0.48
H 0.6492 -0.0273 -3.9077  0.49
O 0.0311 -0.1286 -3.1659  -0.97
H -0.1498 3.9475 0.4827  0.48
H -0.1660 5.4630 0.0358  0.48
O 0.3205 4.7841 0.5035  -0.96
H 0.9691 3.6751 2.8342  0.50
H -0.0837 3.6994 4.1048  0.49
O 0.1326 3.4190 3.2185  -0.98
H 2.9253 -2.1600 -0.4763  0.47
H 2.6693 -3.3146 0.4867  0.48
O 2.5729 -3.0616 -0.4385  -0.95
H -0.4445 -1.3823 3.0954  0.48
H -1.1608 -2.6395 3.6130  0.49
O -0.3607 -2.1147 3.7164  -0.96
H -2.7294 -1.4349 0.7573  0.50
H -3.0458 -2.9525 0.6576  0.48
O -2.3400 -2.3183 0.8046  -0.98
H 2.9200 -1.2914 -4.1596  0.48
H 1.7628 -2.2933 -4.3318  0.48
O 2.0362 -1.3917 -4.5239  -0.95
H -1.1779 -2.7599 -4.4687  0.46
H -1.5783 -2.5149 -2.9940  0.50
O -1.9179 -2.5391 -3.8991  -0.96
H -3.4944 -0.0283 -0.7407  0.51
H -4.9697 -0.5229 -0.2002  0.48
O -4.2234 0.0675 -0.1155  -0.99
H -2.9374 1.5422 3.8284  0.48
H -3.4118 0.7318 2.5291  0.49
O -3.0014 0.6905 3.3954  -0.96
H -0.9550 -2.6490 -0.6795  0.50
H 0.5834 -2.9060 -1.0891  0.51
O -0.3137 -2.7433 -1.3929  -1.02

Atoms 1-2, force components in eV/Å:
C 0.63 0.45 0.09
C -0.01 1.03 -0.59

The following is a DFT calculation (wB97M-V/def2-TZVPD) of 14 unconnected molecules or ions with the total composition C4H36N2O14S.

Summary:
Max |F|: 2.14 eV/A
Molecular weight: 368.399 g/mol
⟨S²⟩: 0.7536
Charge: +1
E_tot: -1734.7018 Eh
HOMO-LUMO gap (spin up / spin down): 9.1 / 4.2 eV
Spin multiplicity: 2
ΔE to the lowest compared entry with this formula, charge and spin: 0.0 kcal/mol

Last column: natural (NBO) charge in e.
Positions of all 57 atoms, in Å:
O -1.0943 0.5518 -0.4804  -0.64
C -0.4366 -0.0219 0.3845  0.69
N -1.0226 -0.0548 1.6386  -0.65
C -0.3049 -0.2777 2.8857  -0.27
C -0.0499 -1.7451 3.3174  -0.57
S -1.0297 -2.9310 2.3216  0.71
C 0.7627 -0.9471 0.1340  -0.31
N 0.9317 -1.2314 -1.2552  -0.81
H -1.9656 0.2740 1.7592  0.42
H -0.7374 0.2870 3.7068  0.24
H 0.6770 0.1774 2.8415  0.28
H -0.2366 -1.8874 4.3731  0.28
H 0.9648 -1.9814 3.0085  0.28
H -2.1670 -2.6000 2.9811  0.15
H 0.4881 -1.8771 0.6381  0.20
H 1.5599 -0.5287 0.7353  0.24
H 0.1636 -1.8137 -1.5325  0.35
H 1.0272 -0.4446 -1.8812  0.40
H -1.6650 -1.2239 -2.7864  0.49
H -3.1550 -1.5741 -2.9646  0.49
O -2.3212 -1.9191 -2.6387  -0.98
H 3.5879 -3.1218 0.9143  0.50
H 2.7402 -1.8388 1.3866  0.49
O 2.7536 -2.7866 1.2425  -0.98
H 3.4462 0.8921 2.6630  0.49
H 2.1688 0.8033 1.8858  0.49
O 2.8035 0.2322 2.3758  -0.99
H 1.2485 2.1522 -3.4402  0.47
H 2.4686 1.2312 -3.7534  0.51
O 2.1932 2.0551 -3.3249  -0.99
H 2.6842 -0.4012 -2.0792  0.49
H 3.0642 -1.4486 -3.1152  0.48
O 3.1741 -0.5204 -2.9033  -0.97
H 1.5304 3.5322 -1.7304  0.51
H 1.4783 4.4485 -0.4955  0.50
O 1.5092 3.5275 -0.7643  -0.98
H 2.5992 1.9646 -0.7204  0.50
H 3.7440 0.9842 -1.0762  0.50
O 2.9055 1.0590 -0.6085  -1.00
H -0.7293 1.5690 -3.3547  0.48
H -0.5327 0.7282 -1.9876  0.50
O -0.3759 0.7665 -2.9665  -1.01
H 0.2856 2.2175 1.2362  0.48
H 1.6717 2.3057 0.7872  0.50
O 1.1670 2.3170 1.6280  -0.95
H -2.9344 4.0204 1.1073  0.47
H -2.3979 3.3882 2.2892  0.47
O -2.1720 3.4978 1.3670  -0.94
H -1.6310 -3.9334 -1.8708  0.47
H -0.5745 -3.1517 -2.1845  0.44
O -0.7153 -4.1028 -2.1518  -0.90
H -3.6768 0.6067 0.8194  0.44
H -4.7790 1.3584 0.2895  0.48
O -4.5940 0.7934 1.0545  -0.92
H -3.7338 2.7924 -0.2739  0.45
H -2.8189 2.2296 -1.2876  0.48
O -3.6605 2.7007 -1.2289  -0.93

Atoms 1-2, force components in eV/Å:
O 0.75 -0.19 0.37
C -2.11 -0.29 0.12

The following is a DFT calculation (wB97M-V/def2-TZVPD) of 14 unconnected molecules or ions with the total composition C4H36O14.

Summary:
Max |F|: 2.18 eV/A
Molecular weight: 308.318 g/mol
E_tot: -1227.2943 Eh
HOMO-LUMO gap: 9.8 eV
Spin multiplicity: 1
ΔE to the lowest compared entry with this formula, charge and spin: 73.6 kcal/mol

Last column: natural (NBO) charge in e.
Positions of all 54 atoms, in Å:
C 1.3921 -0.1586 -2.1869  -0.63
C 0.2641 -0.7343 -1.3671  -0.44
C -0.5214 -1.8995 -2.0156  0.10
C -1.6780 -2.3418 -1.0796  -0.65
O 0.3789 -2.9507 -2.3896  -0.72
H 1.1678 0.5730 -2.9588  0.21
H 1.9848 -0.9734 -2.6304  0.21
H 2.2110 0.2126 -1.5530  0.22
H 0.6016 -1.3019 -0.4823  0.18
H -0.3184 0.0682 -0.9026  0.25
H -0.8377 -1.5584 -3.0056  0.17
H -2.5849 -2.2585 -1.6763  0.22
H -1.4926 -3.3642 -0.7481  0.22
H -1.5974 -1.6748 -0.2228  0.20
H 0.4006 -3.5461 -1.6297  0.45
H -2.7270 0.0546 -1.4224  0.46
H -2.5640 1.2492 -0.5891  0.49
O -2.1451 0.8205 -1.3446  -0.95
H 3.5926 -1.0922 2.3621  0.47
H 3.5462 0.1129 1.4595  0.46
O 3.9656 -0.2144 2.2584  -0.94
H 1.6543 -3.5231 2.1814  0.47
H 2.1276 -4.1313 1.0167  0.48
O 1.3092 -3.6943 1.2949  -0.95
H 3.5492 -2.3770 -0.9179  0.48
H 2.1489 -3.0953 -1.0606  0.48
O 2.7278 -2.6040 -0.4726  -0.97
H 0.7450 -1.2386 2.9392  0.48
H 1.3521 -1.3282 1.4834  0.48
O 1.3804 -0.8624 2.3031  -0.99
H 0.2763 3.8712 1.4147  0.48
H -0.6821 3.2821 2.3931  0.50
O -0.4816 4.1138 1.9245  -0.96
H -0.8211 -1.4473 4.1662  0.47
H -0.2032 -0.0172 4.1254  0.50
O -0.1090 -0.8952 4.4961  -0.95
H 2.4663 2.9238 -0.1549  0.46
H 1.7710 3.1374 -1.5422  0.50
O 2.5677 3.3128 -1.0249  -0.97
H -3.1821 -1.3211 3.2630  0.49
H -2.4220 -1.2344 1.9633  0.48
O -2.7290 -0.6878 2.6975  -0.96
H -0.8676 1.7676 -3.8429  0.45
H -1.9268 0.9648 -4.3374  0.47
O -1.1266 1.3825 -4.6880  -0.92
H -1.8620 3.8989 0.6600  0.52
H -3.1219 3.6361 -0.3116  0.48
O -2.2987 3.2891 0.0350  -1.01
H -1.4493 0.8939 2.3792  0.50
H -1.7707 1.6879 3.6676  0.48
O -1.0682 1.4599 3.0524  -0.96
H -0.8059 3.4033 -1.7330  0.50
H -0.2346 3.1344 -3.0776  0.46
O 0.0480 3.2755 -2.1685  -0.95

Atoms 1-2, force components in eV/Å:
C 1.86 -1.08 0.33
C 0.13 -0.83 1.12

Among the records above, which one has the lowest E_tot?
C4H36N2O14S

The highest molecular weight belongs to which entry?
C4H36N2O14S

What is the ΔE to the lowest compared entry with this formula, charge and spin in the second record?
109.9 kcal/mol